[1]
Computed, not measured: 4 unconnected molecules or ions with the total composition C4H16NO3, with the ωB97M-V functional and the def2-TZVPD basis.

Last column: Mulliken charge in e.
Positions of all 24 atoms, in Å:
N1 1.152211 1.627914 0.920294  -0.278
H1 0.744687 1.835003 -0.051200  0.324
H2 -1.158144 2.555441 2.920842  0.281
H3 -2.152900 2.097004 1.978552  0.275
H4 0.512840 -1.656934 -0.952198  0.424
H5 -0.445469 -2.253961 1.476968  0.278
H6 -0.379749 -3.294505 -0.705714  0.299
H7 1.472310 -2.244854 -2.884926  0.283
C1 -0.912290 -1.627608 0.647502  -0.325
H8 -0.912654 2.330269 -2.376675  0.323
H9 -1.194933 1.120444 -1.405903  0.266
O1 -0.660775 1.895460 -1.477897  -0.646
O2 1.802968 -1.607712 -2.327397  -0.611
H10 2.102680 2.148035 0.869415  0.430
C2 0.974472 0.097898 1.108990  -0.106
C3 -0.241419 -0.232468 0.723419  -0.336
H11 -2.144099 -1.664769 0.731590  0.244
H12 1.775890 -0.336139 1.609876  0.488
C4 -0.438534 -2.128624 -0.663857  -0.959
H13 -1.127628 -1.807806 -1.531389  0.256
H14 -0.851381 0.371105 0.167709  0.072
H15 0.578263 2.142329 1.620177  0.342
O3 -1.233689 2.153830 2.007184  -0.601
H16 2.737332 -1.519363 -2.405364  0.279

Atoms 1-3, force components in eV/Å:
N 1.2 1.3 -1.7
H 0.1 -0.1 1.4
H 0.2 -0.6 -1.3

Computed properties:
Energy above the lowest of the compared OMol25 structures with the same formula, charge and spin in kJ/mol: 301.7
HOMO level in eV: -13.773
Charge: +1
2S+1: 1

---

[2]
Computed, not measured: 4 unconnected molecules or ions with the total composition C4H16NO3, with the ωB97M-V functional and the def2-TZVPD basis.

Last column: Mulliken charge in e.
Positions of all 24 atoms, in Å:
H1 -3.140493 -1.809130 -0.504597  0.305
H2 -0.245980 1.606219 -0.374425  0.419
H3 -1.092402 0.252774 3.522666  0.301
H4 0.393248 1.326261 1.914074  0.345
H5 2.412453 2.119877 -0.921663  0.330
O1 1.455733 2.303177 -0.649462  -0.672
H6 2.877836 -0.673553 -0.029389  0.322
C1 -0.602180 0.658099 0.182965  -0.095
C2 -2.120173 -1.292243 -0.539161  -0.872
H7 1.505154 -0.284083 -0.721339  0.093
H8 -1.613918 -1.740477 0.353996  0.198
H9 0.515327 0.087052 -0.122099  0.130
H10 -2.186257 -0.279199 2.427250  0.305
H11 -1.698190 0.708867 -1.396255  0.280
H12 0.965833 -3.050386 -0.767151  0.328
H13 1.403199 2.423166 0.372435  0.303
O2 2.542570 -0.260292 -0.785039  -0.745
C3 -1.200929 0.218488 2.474082  -0.158
N1 -0.416594 0.653546 1.603227  0.110
H14 1.902358 -1.776114 -1.400198  0.397
H15 -1.530977 -1.731530 -1.276984  0.351
O3 1.019336 -2.244679 -1.433289  -0.670
H16 -2.772756 0.866694 -0.018196  0.452
C4 -1.896616 0.247839 -0.340954  -0.758

Atoms 1-3, force components in eV/Å:
H 1.1 1.5 -0.3
H -0.9 -1.0 2.0
H 1.5 0.8 1.1

Computed properties:
Energy above the lowest of the compared OMol25 structures with the same formula, charge and spin in kJ/mol: 519.7
HOMO level in eV: -14.262
Charge: +1
2S+1: 1

---

[3]
Computed, not measured: 4 unconnected molecules or ions with the total composition C4H16O3, with the ωB97M-V functional and the def2-TZVPD basis.

Last column: Mulliken charge in e.
Positions of all 23 atoms, in Å:
O1 -2.585298 2.102271 -0.953149  -0.652
H1 1.999652 0.883541 0.335177  0.241
H2 0.386888 -0.478917 -1.890543  0.204
H3 0.592283 1.618948 -0.590512  0.348
H4 -2.374190 -1.680576 -0.875637  0.312
C1 1.362900 -0.042330 -1.522838  -1.034
H5 -2.099599 1.315251 -0.771582  0.332
C2 -0.058560 0.002728 0.737625  -0.087
H6 -0.733269 1.157671 2.446925  0.449
H7 -1.079150 0.029306 0.409600  0.106
H8 -3.097588 1.754626 -1.663119  0.286
C3 -0.086073 0.359892 2.270434  -1.650
H9 3.294233 -0.745504 1.375974  0.325
H10 2.131351 -0.795930 -1.273291  0.278
H11 0.899386 0.646160 2.701305  0.313
H12 1.828235 0.519025 -2.409178  0.317
O2 -2.231046 -1.143519 -1.675962  -0.603
H13 -2.422057 -1.759859 -2.387572  0.291
H14 0.239166 -1.066443 0.636413  0.319
H15 -0.447683 -0.356726 2.945935  0.420
H16 2.204412 -1.489087 2.169379  0.303
O3 2.953522 -1.653874 1.553525  -0.640
C4 1.045150 0.681291 -0.244322  -0.176

Atoms 1-3, force components in eV/Å:
O 0.0 0.7 0.3
H -1.3 0.0 -0.5
H 1.3 0.0 0.1

Computed properties:
Energy above the lowest of the compared OMol25 structures with the same formula, charge and spin in kJ/mol: 132.3
SMILES string: CCCC.O.O.O
HOMO level in eV: -10.632
2S+1: 1

---

[4]
Computed, not measured: 4 unconnected molecules or ions with the total composition C4H16O3S, with the ωB97M-V functional and the def2-TZVPD basis.

Last column: Mulliken charge in e.
Positions of all 24 atoms, in Å:
H1 0.286066 1.620609 1.866704  0.310
H2 -0.871677 -2.777047 -1.832297  0.349
C1 -0.747807 -2.337788 -0.842057  -0.573
H3 -0.618717 -0.482751 1.053196  0.473
S1 0.009754 -0.485323 -1.403944  -0.231
C2 0.565091 1.378506 0.824514  0.094
H4 2.203665 2.816917 0.650413  0.364
H5 -3.672829 -0.157885 1.857884  0.286
C3 0.306938 -0.107567 0.659747  -1.316
O1 3.120099 -0.907588 -0.715900  -0.596
H6 2.188887 -0.777473 -0.972638  0.268
H7 -2.823471 0.130880 0.568049  0.410
O2 -2.944797 -0.473717 1.320210  -0.663
C4 2.024740 1.730072 0.561331  -1.276
H8 2.332129 1.464370 -0.442922  0.313
H9 -0.046177 1.935034 0.127708  0.172
O3 -2.440644 1.282044 -0.807883  -0.697
H10 -1.615937 0.797128 -1.070350  0.261
H11 2.715811 1.225499 1.258264  0.318
H12 -1.654771 -2.056238 -0.273171  0.181
H13 3.484197 -1.544497 -1.337661  0.273
H14 1.149073 -0.781812 0.793977  0.735
H15 0.084509 -2.728696 -0.280706  0.256
H16 -3.034128 1.237318 -1.562466  0.288

Atoms 1-3, force components in eV/Å:
H 0.0 0.2 -0.5
H -0.3 -0.3 0.5
C 0.6 3.2 -1.3

Computed properties:
Energy above the lowest of the compared OMol25 structures with the same formula, charge and spin in kJ/mol: 96.0
SMILES string: CCCSC.O.O.O
HOMO level in eV: -9.340
2S+1: 1

---

[5]
Computed, not measured: 4 unconnected molecules or ions with the total composition C4H16O5, with the ωB97M-V functional and the def2-TZVPD basis.

Last column: Mulliken charge in e.
Positions of all 25 atoms, in Å:
C1 -1.113367 -1.034354 -0.576923  -0.911
H1 1.523058 2.149736 0.516155  0.342
H2 -0.826718 -3.274906 -0.460813  0.284
H3 0.696898 -1.227931 1.213387  0.397
H4 0.902615 3.410215 -0.204985  0.278
H5 -0.307807 -0.876061 -1.261486  0.174
H6 -2.479868 1.235919 -1.982902  0.400
O1 1.575433 2.729092 -0.253434  -0.618
H7 -0.570028 1.788078 0.284380  0.274
H8 -2.741041 1.830137 -0.540389  0.572
O2 1.828277 -0.274399 -1.812251  -0.701
H9 -3.550618 0.465381 -1.128513  0.388
H10 -2.007401 -1.360353 -1.268737  0.342
O3 0.587267 -2.165737 0.808614  -0.544
C2 -2.509742 0.944961 -0.916319  -1.721
H11 1.257940 -0.247558 -1.012442  0.431
C3 -0.674562 -2.299048 0.201875  -0.508
H12 -2.284317 -0.026599 0.859722  0.034
C4 -1.563210 0.242988 0.027707  0.840
O4 -0.511725 0.932611 0.744216  -0.329
H13 -1.312814 -2.701287 1.018113  0.295
O5 1.631473 0.099504 1.620700  -0.640
H14 2.359387 0.617547 -1.742652  0.328
H15 2.418388 -0.150248 2.173306  0.276
H16 1.201803 0.672065 2.257060  0.316

Atoms 1-3, force components in eV/Å:
C -1.6 -2.9 -1.7
H -0.1 0.1 -0.1
H 1.4 2.2 0.6

Computed properties:
Energy above the lowest of the compared OMol25 structures with the same formula, charge and spin in kJ/mol: 228.2
SMILES string: C[C@H](O)CCO.O.O.O
HOMO level in eV: -9.300
2S+1: 1

---

[6]
Computed, not measured: 5 unconnected molecules or ions with the total composition C4H16O6, with the ωB97M-V functional and the def2-TZVPD basis.

Last column: Mulliken charge in e.
Positions of all 26 atoms, in Å:
O1 -1.703901 0.566762 -3.113455  -0.652
C1 -0.233032 -1.754593 -0.518153  -0.845
H1 -2.230497 -0.503068 2.881376  0.332
H2 1.861076 -0.880712 0.802754  0.375
O2 -2.404548 -1.555407 -1.437142  -0.569
H3 -1.023623 -0.406589 3.982306  0.331
H4 0.353225 -2.547259 0.017266  0.408
H5 -1.385366 0.486893 -4.002389  0.289
H6 -0.617738 3.408717 1.891760  0.303
H7 3.612083 1.152138 -1.732149  0.318
H8 0.409036 -1.660894 -1.407354  0.349
O3 4.154198 0.486014 -1.148024  -0.637
C2 -0.145574 -0.419852 0.112845  0.070
H9 -1.650976 -3.427084 -0.860573  0.311
O4 -0.486139 3.633806 1.002026  -0.646
O5 1.766748 1.045380 0.592894  -0.533
O6 -1.385471 -0.993772 3.214965  -0.659
H10 0.808786 -0.175363 2.114489  0.092
H11 -1.099554 0.000294 0.593584  0.268
H12 1.044490 1.784479 0.338966  0.310
H13 -0.162352 0.403876 -0.716674  0.175
H14 -1.178096 3.498312 0.302767  0.342
C3 -1.549749 -2.313505 -0.992721  0.025
C4 1.067192 -0.180181 0.965042  -0.410
H15 3.950972 0.600104 -0.243592  0.298
H16 -1.771190 -0.248497 -2.640815  0.355

Atoms 1-3, force components in eV/Å:
O -0.1 1.9 0.3
C 1.4 -2.1 -0.5
H 2.4 -1.3 1.1

Computed properties:
Energy above the lowest of the compared OMol25 structures with the same formula, charge and spin in kJ/mol: 317.5
SMILES string: O=CCCCO.O.O.O.O
HOMO level in eV: -10.128
2S+1: 1

---

[7]
Computed, not measured: a molecular structure, C4H17AgNO5V, with the ωB97M-V functional and the def2-TZVPD basis.

Last column: Mulliken charge in e.
Positions of all 29 atoms, in Å:
H1 -5.656464 1.484087 -2.782905  0.321
H2 3.996409 -1.302805 3.110031  0.427
O1 -5.184868 2.068422 -2.173726  -0.522
H3 -0.711351 -1.905921 1.264592  0.354
N1 3.341174 0.433922 0.983240  -0.137
H4 2.413279 0.832236 0.774077  0.335
H5 -2.187072 0.138243 -1.148048  0.389
O2 -2.183955 -1.703727 -2.367956  -0.640
H6 3.640464 0.838754 1.882298  0.382
H7 -5.136632 2.921355 -2.634389  0.353
H8 -1.466005 -1.667275 -3.009815  0.313
C1 4.275544 -1.538647 2.078616  -1.443
H9 -1.105634 -0.440329 0.323239  -0.450
H10 1.481921 -1.116399 2.496503  0.433
H11 1.758622 -2.520560 1.426417  0.413
H12 4.342061 -2.623404 2.079625  0.427
V1 -3.741167 2.365296 -0.528110  1.145
H13 -2.676382 -0.879543 -2.501158  0.278
Ag1 -1.287308 2.295385 -2.780738  0.676
H14 -2.443204 4.592574 -1.669850  0.243
H15 3.407895 -1.415514 0.120531  0.269
C2 -0.444438 -0.865260 1.077212  -0.036
O3 0.888876 -0.868453 0.571886  -0.342
C3 3.217661 -0.966403 1.117430  0.384
C4 1.808823 -1.430961 1.499483  -0.759
O4 -2.600582 0.865677 -1.615261  -0.759
H16 -0.585736 -0.225461 1.954802  0.357
O5 -2.375025 3.691745 -1.354012  -0.822
H17 5.213093 -1.057037 1.805998  0.415

Atoms 1-3, force components in eV/Å:
H 0.1 -0.3 0.3
H 0.2 0.3 0.0
O 0.2 1.1 0.2

Computed properties:
HOMO level (spin up / spin down) in eV: -15.561 / -15.725
Charge: +2
2S+1: 5

---

[8]
Computed, not measured: a molecular structure, C4H17N11, with the ωB97M-V functional and the def2-TZVPD basis.

Last column: Mulliken charge in e.
Positions of all 32 atoms, in Å:
N1 -1.828040 -2.390752 0.173183  -0.701
H1 3.826746 0.054982 -1.267576  0.238
N2 -1.233805 1.096198 0.717305  -0.168
H2 -0.028985 -2.476973 -1.074808  0.268
H3 0.683342 -1.485206 -2.433816  0.379
N3 0.778737 1.760140 -0.259620  -0.156
H4 3.315615 1.123196 1.829221  0.314
H5 1.928313 0.509814 2.246254  0.253
C1 -1.152156 -0.138420 0.152577  0.650
H6 -1.258154 -2.979266 0.775243  0.274
H7 -1.757633 1.175116 1.585265  0.321
H8 1.398782 0.357272 -1.819919  0.599
N4 -2.900130 -0.706172 1.530403  -0.850
H9 3.048587 -0.461525 2.207176  0.353
N5 -1.208689 2.822096 -0.898925  -0.178
C2 -0.068517 -1.527682 -1.665116  -0.964
H10 -0.487832 2.975980 1.014696  0.522
H11 4.131248 -1.519318 -0.540957  0.289
N6 2.412578 -0.531283 0.077108  -0.022
H12 -3.169520 -1.620939 2.083673  0.348
H13 -2.713846 -2.854180 -0.175854  0.278
H14 -0.975904 -1.576308 -2.140634  0.485
N7 -0.123326 -0.403791 -0.667833  0.128
N8 -1.985476 -1.064961 0.515830  0.547
N9 3.554246 -0.591539 -0.545429  -0.411
N10 2.719804 0.329050 1.659240  -0.506
H15 -2.633816 2.941061 -1.904655  0.276
C3 0.980561 0.490259 -0.827299  -0.496
H16 -3.779035 -0.419233 1.249984  0.225
N11 -2.330612 2.390897 -1.130619  -0.390
C4 -0.494065 2.147348 0.162327  -0.256
H17 1.350979 2.574128 -0.626438  0.351

Atoms 1-3, force components in eV/Å:
N -1.4 -0.9 -0.9
H 0.1 0.5 -0.1
N 0.3 -2.7 0.3

Computed properties:
Energy above the lowest of the compared OMol25 structures with the same formula, charge and spin in kJ/mol: 653.2
HOMO level in eV: -15.957
Charge: +2
2S+1: 1

---

For each record above, in turn, the calculated DFT total energy values are -442.1497 -442.0667 -387.6724 -785.8658 -538.0947 -613.3545 -1683.8209 -764.1102 Eh.
For each record above, in turn, the calculated F_max values are 3.70 4.76 2.97 3.74 4.88 4.65 3.82 4.66 eV/A.